# C38H73BaN2O18

A molecular structure, C38H73BaN2O18 in a non-equilibrium geometry (wB97M-V/def2-TZVPD, the OMol25 dataset).

Structure (XYZ):
```
132
Properties=species:S:1:pos:R:3:forces:R:3:mulliken_charge:R:1
Ba -8.54314 21.78537 8.28720 -0.38 -1.20 -0.03 1.211
O -18.69930 21.39528 6.17854 0.06 0.04 0.03 -0.653
O -8.45436 22.21516 5.41870 0.34 0.26 0.27 0.035
O -8.06118 21.69123 11.03561 0.46 0.23 -0.33 0.132
O -15.62032 18.01017 11.62171 -0.26 -0.47 -0.13 -0.163
O -9.27358 15.42191 6.02949 -0.69 -0.32 -0.06 -0.154
O -9.83362 19.46778 7.46338 -0.16 0.09 -0.45 -0.805
O -10.69299 22.63958 6.84120 -0.33 0.16 0.21 0.444
O -14.59359 22.82040 9.38859 -0.41 0.19 -0.12 -0.189
O -15.67408 15.33319 4.27814 0.30 0.06 0.01 -0.620
O -8.37002 13.45450 8.12585 0.18 0.16 -0.37 -0.305
O -17.31404 22.11443 10.62153 0.29 -0.04 -0.02 -0.210
O -6.67023 19.78676 8.93594 -0.20 -0.12 0.41 0.038
O -9.70486 23.61287 9.99342 0.39 -0.16 0.26 0.045
O -10.44678 20.01989 9.50184 -0.15 0.35 -0.09 -0.733
O -13.66764 14.90184 4.93342 0.21 -0.20 0.10 -0.623
O -6.09378 21.19346 6.76770 0.16 -0.46 -0.04 0.150
O -13.74768 16.18484 10.26013 0.18 0.22 -0.08 0.028
O -16.89190 21.34122 5.01156 0.11 0.07 0.03 -0.628
N -17.60170 20.94414 5.91528 -0.36 -0.25 -0.19 1.123
N -14.52022 15.64750 4.51076 -0.53 0.01 -0.28 1.122
C -10.74968 22.93979 5.46608 0.12 0.24 -0.71 -0.361
C -12.99486 15.06449 9.87442 0.11 -0.67 0.19 -0.953
C -15.41414 23.52777 10.31802 -0.02 -0.48 -0.78 -0.602
C -18.55465 21.67525 10.14529 -1.09 0.24 0.06 -0.720
C -10.58385 19.29919 8.47195 1.24 0.25 0.64 0.717
C -8.59536 14.43459 5.25787 0.23 0.39 0.03 -0.745
C -5.22269 22.04554 6.03358 0.01 0.40 0.26 -0.993
C -14.14935 17.05385 4.28477 -0.32 0.35 0.32 -0.085
C -15.05050 17.90797 3.66588 -0.01 -0.12 -0.15 -0.765
C -8.02726 23.00587 11.56044 -0.35 0.25 0.74 -0.732
C -16.06586 17.92767 8.42565 0.19 0.34 0.37 -0.746
C -16.90243 23.37476 10.10484 -0.43 -0.27 0.28 -0.670
C -14.85794 21.42689 9.27581 1.07 0.35 0.24 0.963
C -5.68874 19.52452 9.92713 0.07 -0.55 0.08 -0.913
C -8.50117 21.02006 4.65555 -0.36 -0.02 -0.28 -0.233
C -14.19935 16.11922 11.59492 0.21 -0.35 0.38 -0.797
C -10.46593 24.70759 9.53465 -0.54 0.52 0.03 -0.760
C -8.73027 15.72054 7.26945 1.26 0.74 0.63 -0.067
C -17.11585 19.83151 6.73958 0.16 0.30 0.34 -0.740
C -9.33974 23.22746 4.97500 -0.39 -0.16 0.28 -0.980
C -6.46059 19.04660 7.76004 -0.17 0.02 -1.30 0.055
C -14.41101 17.50355 12.14056 -0.01 0.33 -0.55 -0.424
C -12.00180 22.35198 7.34259 -0.27 -0.88 -0.23 -1.392
C -8.47891 20.72901 11.99959 -0.25 -0.04 0.17 -0.964
C -15.22482 18.60922 7.55420 -0.41 -0.72 0.26 0.220
C -17.95235 19.22471 7.65110 -0.41 -0.41 -0.05 -0.610
C -9.38678 23.65831 11.39523 0.36 0.30 -0.50 -0.529
C -13.55489 19.73206 4.14926 0.29 -0.51 -0.25 -0.889
C -12.94709 17.49885 4.79027 0.55 -0.11 0.24 -0.645
C -8.54091 12.56794 9.19570 -0.29 -0.17 0.48 -0.692
C -8.85103 14.74204 8.42442 -0.45 -0.29 -0.07 -0.010
C -14.72004 19.24614 3.57102 0.34 0.51 -0.46 -0.203
C -15.77189 19.54141 6.70838 0.63 0.44 -0.69 0.161
C -11.58473 18.17308 8.52272 -0.04 0.31 -0.83 -0.360
C -12.65550 18.85036 4.73972 -0.02 0.66 -0.43 0.257
C -17.41177 18.26336 8.48534 0.02 -0.18 0.32 -0.582
C -16.09596 19.13396 12.29585 0.09 0.79 0.02 -0.735
C -5.59779 19.83990 6.78907 0.02 0.63 0.30 -0.929
H -4.71149 21.52394 5.22364 -0.13 -0.08 -0.06 0.404
H -10.50242 24.65307 8.44819 0.00 0.00 0.00 0.054
H -5.69088 19.46414 5.76736 0.23 -0.37 0.08 0.516
H -12.22864 16.79966 5.19856 -0.12 -0.06 0.05 0.926
H -7.26484 23.63644 11.09334 0.00 -0.41 -0.49 0.259
H -13.29860 20.77999 4.05267 -0.08 0.03 0.03 0.356
H -15.16940 24.57122 10.12174 0.15 0.06 0.52 0.329
H -12.62885 15.21072 8.86090 -0.12 0.08 -0.06 0.156
H -5.87073 20.17966 10.77187 0.08 0.20 -0.08 0.203
H -9.90436 14.64897 8.73198 0.02 0.10 -0.01 -0.083
H -11.18643 22.11816 4.88469 -0.05 -0.14 0.28 -0.028
H -9.00380 24.17003 5.41175 0.18 -0.04 -0.07 0.283
H -14.16813 18.39080 7.55056 0.03 0.04 -0.16 0.401
H -9.17868 16.64580 7.64903 -0.38 -0.05 -0.29 -0.074
H -15.18321 23.17234 11.32790 0.07 0.37 0.14 0.342
H -10.15829 23.15306 11.97670 -0.10 0.07 -0.04 0.300
H -7.66520 16.02326 7.17726 -0.03 -0.45 -0.23 0.167
H -11.95568 22.06020 8.39065 0.22 0.46 0.11 0.533
H -11.28696 17.41703 9.24330 -0.06 0.10 0.24 0.432
H -15.84071 21.20168 8.87560 -0.10 -0.05 0.09 -0.221
H -17.42035 24.16382 10.66957 0.04 0.04 -0.11 0.454
H -7.65712 20.53150 12.69147 -0.05 -0.07 0.04 0.342
H -5.81663 22.86080 5.62369 -0.04 -0.06 -0.06 0.197
H -9.32631 23.30227 3.88459 0.00 0.11 -0.01 0.409
H -10.02738 25.66434 9.84050 0.14 -0.11 -0.08 0.434
H -11.38309 23.81862 5.29027 0.02 -0.01 0.03 0.488
H -13.59399 18.14666 11.77903 0.12 -0.08 0.28 0.122
H -9.52041 20.62972 4.59534 0.05 -0.08 0.09 0.076
H -8.47883 13.49570 5.78406 -0.03 -0.12 0.18 0.277
H -18.02720 17.80124 9.24735 -0.09 -0.08 -0.16 0.481
H -18.92162 20.86138 10.77186 0.31 -0.09 0.03 0.236
H -13.58114 14.13501 9.91659 -0.08 0.16 -0.15 0.377
H -6.03034 18.05819 7.93814 0.09 0.05 0.19 0.468
H -7.85640 12.79226 10.02443 0.07 -0.05 -0.10 0.278
H -5.77196 18.48709 10.27479 -0.09 0.08 -0.03 0.300
H -4.46700 22.47163 6.70280 0.04 -0.10 -0.06 0.261
H -12.38561 21.45495 6.83507 0.02 0.15 -0.14 0.163
H -8.28713 15.16872 9.26963 -0.09 0.07 0.00 0.374
H -11.69752 19.25779 5.04276 0.03 -0.35 0.39 0.272
H -13.45746 15.61660 12.23382 0.06 0.02 -0.17 0.570
H -4.54905 19.85434 7.10294 0.03 -0.02 -0.13 0.438
H -14.40603 17.48942 13.23662 -0.14 -0.01 0.00 0.461
H -7.41630 18.87481 7.25256 -0.23 0.08 0.46 -0.347
H -14.67336 20.94480 10.24256 -0.39 -0.16 -0.04 0.149
H -11.49218 24.68939 9.91726 0.05 -0.19 -0.01 0.296
H -15.27317 19.94533 2.95667 -0.49 -0.20 0.27 0.386
H -4.67967 19.64022 9.52310 0.00 0.27 0.11 0.337
H -12.54247 18.61180 8.79376 -0.07 -0.26 0.29 0.079
H -17.19161 23.47669 9.05149 0.19 -0.04 -0.04 0.347
H -8.14309 21.20098 3.63753 0.11 0.00 0.06 0.364
H -15.38600 19.97440 12.23136 0.05 -0.17 0.23 0.360
H -15.12467 15.53398 11.65868 -0.03 0.07 0.00 0.312
H -15.13776 20.07089 6.01637 -0.07 0.13 0.02 0.616
H -7.73682 22.99189 12.61835 -0.17 -0.08 0.00 0.439
H -11.66300 17.70605 7.53938 -0.04 -0.03 0.06 -0.203
H -9.56183 12.61576 9.60556 0.05 0.05 -0.14 0.257
H -8.79911 19.82947 11.48290 0.15 0.00 -0.17 0.098
H -14.07885 21.07338 8.59931 -0.21 -0.19 -0.12 -0.753
H -18.55558 21.33364 9.10543 0.35 0.09 -0.04 0.155
H -16.31378 18.90847 13.34550 0.01 0.07 0.01 0.384
H -9.34799 21.09570 12.55159 0.06 0.00 0.04 0.425
H -7.60248 14.81171 4.97560 -0.05 -0.08 -0.01 0.292
H -19.01071 19.43728 7.68645 0.04 0.22 -0.03 0.532
H -15.96514 17.52557 3.23650 0.02 -0.07 0.06 0.518
H -16.99347 19.49955 11.79908 -0.10 -0.25 0.00 -0.009
H -12.12861 14.89037 10.53454 -0.07 0.27 -0.02 0.413
H -19.33067 22.45475 10.21552 0.23 0.07 0.01 0.425
H -9.29911 24.71218 11.67717 -0.17 -0.10 0.27 0.433
H -9.18708 14.27173 4.36123 -0.03 0.09 -0.01 0.227
H -8.38231 11.55354 8.83848 0.18 0.03 -0.03 0.265
H -12.69084 23.17508 7.15200 0.05 0.11 0.25 0.516
H -7.87810 20.29068 5.15984 0.05 -0.05 -0.02 -0.135
H -15.65166 17.22545 9.13635 -0.03 -0.08 -0.10 0.298
```
Positions in Å, forces in eV/Å.

Results
- net charge = +1
- HOMO (eV) = -11.16
- HOMO-LUMO gap (eV) = 8.71
- ΔE to the lowest compared entry with this formula, charge and spin (kJ/mol) = 0.0
- maximum force (hartree/bohr) = 0.0310